Entry w
C5H11NS2 | the ωB97M-V functional and the def2-TZVPD basis

The geometry in XYZ format:
```
19
Properties=species:S:1:pos:R:3:lowdin_charge:R:1
C -0.96 0.99 0.97 -0.404
H 3.30 -0.48 2.25 0.170
H -0.02 0.59 1.66 0.136
H -0.68 3.07 0.30 0.100
H 3.07 1.15 -1.30 0.068
H 2.63 -2.06 0.44 0.158
H 1.07 1.12 -1.60 0.055
S -2.73 -0.71 -0.24 0.643
H -1.82 0.99 1.64 0.092
H 2.01 -0.35 -1.93 0.079
C 1.76 0.12 0.16 -0.831
C 2.05 0.65 -1.33 -0.149
H 4.01 0.09 0.00 0.155
H -1.31 2.04 -0.72 0.035
C 3.00 -0.62 0.78 -0.163
S 0.42 -1.00 -0.11 0.894
H 1.23 0.81 0.70 -0.011
N -0.65 2.08 -0.01 0.035
C -1.19 -0.17 0.14 -1.063
```

**HOMO energy**: -0.321 Ha
**Total charge**: 0
**LUMO**: -0.45 eV
**Orbital gap**: 8.2869 eV


Entry x
C5H11NS2 | the ωB97M-V functional and the def2-TZVPD basis

The geometry in XYZ format:
```
19
Properties=species:S:1:pos:R:3:lowdin_charge:R:1
H 0.27 -1.53 -1.44 0.078
H 0.23 1.11 -1.41 0.034
H 0.54 -0.74 2.21 0.119
C 0.58 -1.51 -0.36 -0.438
H -2.11 -0.94 1.28 0.146
H -3.55 -0.16 -0.05 0.097
C -2.45 -0.08 -0.49 -0.049
H -2.31 0.29 -1.58 0.095
H 1.47 0.41 1.52 -0.004
C 0.29 1.17 -0.38 -0.540
S 2.46 -1.59 -0.09 0.605
H 2.87 -0.41 -0.83 -0.126
S 1.95 1.82 0.04 0.671
C -0.02 -0.16 0.30 -0.709
C -1.57 -0.34 0.41 -0.187
H 0.01 -2.39 0.22 0.120
H 1.43 2.91 -0.88 -0.005
N 0.41 0.15 1.61 -0.036
H -0.51 1.99 -0.09 0.128
```

**HOMO energy**: -0.326 Ha
**SMILES string**: C=CC(N)(CS)CS
**Total charge**: 0
**LUMO**: 0.50 eV
**Orbital gap**: 9.3807 eV


Pick entry x: it beats the second-best structure by 3.859 eV.


Entry w
C3H12N3O2 | the ωB97M-V functional and the def2-TZVPD basis

The geometry in XYZ format:
```
20
Properties=species:S:1:pos:R:3:lowdin_charge:R:1
H 1.51 -0.53 1.01 0.094
H 3.84 -0.12 0.74 0.097
H -3.37 0.85 -1.30 0.140
C 1.25 0.43 0.69 -0.252
H 1.07 1.18 1.54 0.165
H 0.49 0.06 -1.23 0.183
H -1.54 -2.43 1.00 0.146
H -2.90 1.69 0.47 0.107
C 3.49 0.15 -0.27 -0.042
H 4.17 0.98 -0.49 0.092
O 2.28 0.96 -0.08 -0.204
C -3.23 0.82 -0.15 -0.014
N -1.56 -0.90 -0.35 -0.033
H 3.47 -0.56 -1.13 0.102
O -2.48 -0.31 0.40 -0.120
H -0.38 1.23 -0.17 0.110
H -0.70 -2.51 -0.65 0.147
H -4.30 0.77 0.09 0.087
N 0.06 0.29 -0.24 0.054
N -1.17 -2.07 0.13 0.143
```

**HOMO energy (spin up / spin down)**: -0.489 / -0.489 Ha
**Total charge**: +1
**LUMO (spin up / spin down)**: -4.37 / -4.37 eV
**Orbital gap (spin up / spin down)**: 8.9349 / 8.9343 eV


Entry x
C3H12N3O2 | the ωB97M-V functional and the def2-TZVPD basis

The geometry in XYZ format:
```
20
Properties=species:S:1:pos:R:3:lowdin_charge:R:1
C -1.53 1.05 1.95 -0.052
O 0.66 -0.75 -1.61 -0.144
H -2.13 1.42 1.14 0.092
O -1.39 -0.32 1.82 -0.046
N -0.35 1.29 -1.17 0.133
H 1.93 -1.82 -0.49 0.091
H -0.71 0.90 -2.02 0.105
H 1.40 -0.62 0.86 0.121
H -0.52 1.42 2.07 0.090
H -2.08 1.46 2.89 0.151
H 2.83 -0.65 -1.59 0.098
C -1.65 -0.94 0.75 0.147
H -2.16 -0.44 -0.17 0.155
H 1.95 0.84 0.03 0.176
N 0.19 0.15 -0.56 -0.334
C 1.93 -1.28 -1.47 -0.127
H -1.68 -2.01 0.75 0.130
H 1.98 -1.98 -2.28 0.099
H 0.30 1.95 -1.42 0.060
N 1.05 0.32 0.50 0.055
```

**HOMO energy (spin up / spin down)**: -0.483 / -0.483 Ha
**Total charge**: +1
**LUMO (spin up / spin down)**: -5.01 / -5.01 eV
**Orbital gap (spin up / spin down)**: 8.1367 / 8.1360 eV


Pick entry w: it beats the second-best structure by 1.063 eV.


Entry w
C7H6N2O3 | the ωB97M-V functional and the def2-TZVPD basis

The geometry in XYZ format:
```
18
Properties=species:S:1:pos:R:3:lowdin_charge:R:1
H -0.56 -0.70 -1.24 0.135
H -2.27 0.38 -1.14 0.141
C -0.39 3.18 0.03 -0.494
C 0.42 1.08 -1.06 -0.028
O -1.41 3.84 0.65 0.106
H 2.32 -0.23 1.71 0.010
C 2.17 -1.15 1.25 0.005
C 0.38 -0.20 -1.47 -0.201
C 1.99 -2.15 0.62 -0.022
H -2.14 3.17 0.66 0.073
O -2.95 1.70 0.17 0.052
H 1.92 -3.10 0.06 0.038
N 1.98 -1.35 -2.80 0.271
C -2.00 1.17 -0.34 -0.220
O 0.68 3.64 -0.03 0.126
C -0.60 1.67 -0.36 -0.069
H 1.25 1.73 -1.34 0.145
N 1.18 -0.74 -2.25 -0.066
```

**HOMO energy**: -0.332 Ha
**Total charge**: 0
**LUMO**: -1.01 eV
**Orbital gap**: 8.0114 eV


Entry x
C7H6N2O3 | the ωB97M-V functional and the def2-TZVPD basis

The geometry in XYZ format:
```
18
Properties=species:S:1:pos:R:3:lowdin_charge:R:1
N -1.24 1.04 -0.74 -0.186
O -1.20 1.99 -1.50 0.062
C 2.41 -0.81 0.30 -0.043
C -2.34 0.71 -0.02 0.015
C 0.92 -0.01 -1.37 -0.042
H 0.97 0.14 -2.53 0.168
H 2.60 -0.96 -1.91 0.128
H 3.42 -1.18 0.55 0.116
H -3.30 1.33 -0.08 0.180
C 2.03 -0.64 -1.00 -0.138
H 1.91 -0.12 2.37 0.110
O -3.53 -0.66 1.30 0.053
H -0.42 0.64 1.74 0.157
C 0.01 0.40 -0.41 -0.161
N -2.53 -0.53 0.58 -0.430
C 1.60 -0.21 1.33 -0.058
C 0.37 0.24 0.98 -0.027
O -1.71 -1.36 0.39 0.096
```

**HOMO energy (spin up / spin down)**: -0.359 / -0.359 Ha
**SMILES string**: O=[N+]([O-])/C=[N+](/[O-])c1ccccc1
**Total charge**: 0
**LUMO (spin up / spin down)**: -1.35 / -1.35 eV
**Orbital gap (spin up / spin down)**: 8.4326 / 8.4321 eV


Pick entry w: it beats the second-best structure by 1.667 eV.


Entry w
C5H14N4O | the ωB97M-V functional and the def2-TZVPD basis

The geometry in XYZ format:
```
24
Properties=species:S:1:pos:R:3:lowdin_charge:R:1
C 2.31 -0.85 -0.37 -0.086
H 0.64 2.61 0.30 0.056
C -0.28 -0.39 -0.98 -0.178
N 1.08 -1.53 -0.71 -0.193
H -0.90 2.62 0.79 0.061
H -2.58 0.76 1.47 0.095
C -2.21 0.50 0.48 -0.020
C 0.09 0.70 -1.73 0.010
N 0.78 -2.54 0.05 0.023
H 0.91 1.34 -1.44 0.044
O -0.83 -1.16 1.39 -0.022
H 0.02 -3.05 -0.42 0.077
N 0.03 2.30 1.05 0.011
H 2.13 -0.03 0.33 0.069
H -0.06 -1.80 1.17 0.056
H -1.07 -1.01 -1.40 0.119
C -0.78 -0.03 0.62 -0.559
H 2.70 -0.40 -1.28 0.085
H -2.85 -0.28 0.06 0.088
H -2.23 1.37 -0.17 0.071
N 0.17 0.89 1.20 -0.073
H 2.99 -1.55 0.11 0.084
H -0.31 0.84 -2.73 0.056
H 0.28 0.68 2.19 0.122
```

**HOMO energy (spin up / spin down)**: -0.279 / -0.294 Ha
**Total charge**: 0
**LUMO (spin up / spin down)**: -0.60 / 0.05 eV
**Orbital gap (spin up / spin down)**: 6.9767 / 8.0410 eV


Entry x
C5H14N4O | the ωB97M-V functional and the def2-TZVPD basis

The geometry in XYZ format:
```
24
Properties=species:S:1:pos:R:3:lowdin_charge:R:1
C 1.30 0.36 -0.12 -0.583
H -1.46 -0.51 2.02 0.073
H -0.89 -2.73 -0.81 0.090
C -0.74 1.96 0.51 -0.023
N 2.04 0.06 -1.32 0.094
H -0.25 -1.42 -1.85 0.080
H -0.79 1.48 1.49 0.060
C -0.98 -1.67 -1.08 -0.071
H 1.48 0.29 -2.14 0.066
O -0.46 1.14 -1.72 0.003
H -1.52 -2.19 1.49 0.087
H 1.57 1.35 1.64 0.067
C -1.67 -1.15 1.17 -0.076
H 2.87 0.61 -1.38 0.066
H 2.95 0.83 0.95 0.076
H -1.98 -1.48 -1.48 0.098
N 0.80 -0.80 0.55 0.122
H 1.18 -1.65 0.14 0.101
N -0.77 -0.82 0.08 -0.229
H -2.71 -1.02 0.85 0.097
H -0.06 2.81 0.59 0.084
H -1.73 2.30 0.22 0.087
C -0.23 1.00 -0.53 -0.455
N 2.04 1.26 0.75 0.085
```

**HOMO energy**: -0.307 Ha
**SMILES string**: CC(=O)C(N)(N)NN(C)C
**Total charge**: 0
**LUMO**: 0.84 eV
**Orbital gap**: 9.1866 eV


Pick entry x: it beats the second-best structure by 3.491 eV.


Entry w
C3H14N2O3 | the ωB97M-V functional and the def2-TZVPD basis

The geometry in XYZ format:
```
22
Properties=species:S:1:pos:R:3:lowdin_charge:R:1
H -2.25 -0.03 -0.09 0.062
O -0.29 -2.53 1.07 -0.073
O 0.07 -3.68 -3.40 -0.070
C 0.37 1.73 2.21 -0.298
H 0.49 0.60 -3.24 0.031
H -0.06 -2.37 2.04 0.086
H 0.51 -2.58 0.57 0.011
H -0.82 -0.23 0.91 0.058
H 0.76 2.53 2.95 0.123
N -0.49 2.43 1.25 -0.013
H 1.71 -0.05 1.99 0.068
O 0.17 0.91 -4.10 -0.055
H -0.08 1.81 -3.88 0.021
H 0.27 -4.16 -2.59 0.022
H -0.23 1.08 2.82 0.086
C 1.54 0.98 1.57 -0.104
H -1.93 2.28 -0.24 0.085
H 1.33 0.79 0.50 0.075
H -0.66 -3.12 -3.03 0.048
N -1.55 0.41 0.48 0.067
H 2.50 1.34 1.70 0.028
C -1.34 1.84 0.51 -0.260
```

**HOMO energy**: -0.336 Ha
**SMILES string**: CC/N=C\N.O.O.O
**Total charge**: 0
**LUMO**: 0.05 eV
**Orbital gap**: 9.2043 eV


Entry x
C3H14N2O3 | the ωB97M-V functional and the def2-TZVPD basis

The geometry in XYZ format:
```
22
Properties=species:S:1:pos:R:3:lowdin_charge:R:1
H 0.22 2.41 0.00 0.118
N -1.77 -2.00 -0.95 0.001
H -1.03 0.98 -1.91 0.116
H 0.76 1.80 2.53 0.035
O 2.81 -1.81 0.27 -0.046
N -0.48 0.72 -1.10 -0.050
H -0.71 -0.37 0.62 0.087
H -2.20 -2.42 -1.76 0.060
H -2.93 -0.33 -1.40 0.107
H 1.96 0.36 -0.69 0.064
C 0.52 1.68 -0.75 -0.272
O 0.45 0.94 2.84 -0.055
H 1.89 -1.88 0.55 0.028
H -3.09 -0.84 0.27 0.104
H 0.93 2.10 -1.67 0.123
C -2.38 -0.75 -0.56 -0.280
C -1.33 0.23 -0.04 -0.241
H -1.75 0.99 0.64 0.123
H 3.16 -0.92 0.30 0.020
O 1.59 1.00 -0.08 -0.088
H -0.78 -2.07 -0.98 0.057
H 0.28 0.34 2.11 -0.012
```

**HOMO energy**: -0.334 Ha
**SMILES string**: NCCNCO.O.O
**Total charge**: 0
**LUMO**: 0.67 eV
**Orbital gap**: 9.7638 eV


Entry y
C3H14N2O3 | the ωB97M-V functional and the def2-TZVPD basis

The geometry in XYZ format:
```
22
Properties=species:S:1:pos:R:3:lowdin_charge:R:1
H 2.51 1.28 1.19 0.043
H -2.26 1.32 -0.95 0.108
H 0.22 1.29 0.31 0.089
H -1.06 -2.63 -0.93 0.103
O -0.60 0.77 1.89 -0.130
H 2.14 -0.13 -2.07 0.028
C -1.85 0.60 -0.25 -0.177
H 1.68 1.18 -1.41 0.038
H -1.96 -1.82 0.37 0.105
H -2.64 0.21 0.39 0.111
H -1.07 -0.04 2.08 0.051
N -1.27 -0.54 -1.05 -0.046
H -0.08 -2.23 1.52 0.046
C -0.85 1.39 0.59 -0.202
H -0.39 -0.29 -1.48 0.063
H 0.96 -1.38 0.40 0.032
H 2.80 -0.21 0.97 0.032
C -1.07 -1.74 -0.27 -0.305
O 2.88 0.65 0.57 -0.035
H -1.16 2.43 0.68 0.106
N 0.10 -1.81 0.64 0.022
O 1.61 0.65 -2.26 -0.082
```

**HOMO energy**: -0.324 Ha
**SMILES string**: NCNCCO.O.O
**Total charge**: 0
**LUMO**: 0.52 eV
**Orbital gap**: 9.3337 eV


Pick entry x: it beats the second-best structure by 0.382 eV.


Entry w
CH4INS | the ωB97M-V functional and the def2-TZVPD basis

The geometry in XYZ format:
```
8
Properties=species:S:1:pos:R:3:lowdin_charge:R:1
S -0.31 -0.39 -1.67 0.578
H -0.17 1.68 0.18 -0.029
H 1.81 0.87 0.04 0.160
N -1.54 -0.87 -0.95 -0.916
C 0.45 0.94 0.57 -0.158
I -1.36 -3.02 -0.35 0.433
H 0.33 -0.13 0.50 -0.107
H 0.80 0.93 1.67 0.040
```

**HOMO energy**: -0.320 Ha
**Total charge**: 0
**LUMO**: -1.53 eV
**Orbital gap**: 7.1638 eV


Entry x
CH4INS | the ωB97M-V functional and the def2-TZVPD basis

The geometry in XYZ format:
```
8
Properties=species:S:1:pos:R:3:lowdin_charge:R:1
H -0.65 0.55 0.07 -0.035
I 3.66 -0.20 0.18 0.396
C 0.33 -0.26 0.18 -0.556
H 0.04 -1.16 0.69 0.046
S 1.66 0.77 0.73 0.115
N -0.97 1.65 -0.64 0.074
H -1.19 1.18 -1.54 -0.024
H 0.33 -0.53 -0.80 -0.017
```

**HOMO energy (spin up / spin down)**: -0.316 / -0.317 Ha
**Total charge**: 0
**LUMO (spin up / spin down)**: -1.22 / -1.84 eV
**Orbital gap (spin up / spin down)**: 7.3823 / 6.7917 eV


Entry y
CH4INS | the ωB97M-V functional and the def2-TZVPD basis

The geometry in XYZ format:
```
8
Properties=species:S:1:pos:R:3:lowdin_charge:R:1
S -0.64 -0.42 -1.01 0.694
C 0.24 0.96 -1.10 -0.366
I -0.76 -3.20 0.07 0.643
H 0.52 0.71 1.92 0.017
H -0.06 0.45 2.19 0.036
H -0.28 1.59 -1.80 -0.014
H 0.90 1.29 -0.28 0.011
N 0.08 -1.38 0.01 -1.022
```

**HOMO energy (spin up / spin down)**: -0.308 / -0.308 Ha
**Total charge**: 0
**LUMO (spin up / spin down)**: -0.54 / -0.54 eV
**Orbital gap (spin up / spin down)**: 7.8503 / 7.8485 eV


Pick entry y: it beats the second-best structure by 0.658 eV.